[1]
Computed, not measured: a structure of composition C21H27CdNO13P, with ωB97M-V with the def2-TZVPD basis set.

As for the net charge: +1.

```
64
C21H27CdNO13P | the Open Molecules 2025 dataset | ωB97M-V with the def2-TZVPD basis set
Cd 1.633 1.616 -1.890
N -0.982 0.508 -0.534
O -0.174 1.467 -0.800
O -1.755 0.603 0.388
O -0.904 -0.491 -1.261
C -4.760 4.175 3.578
C -4.874 2.955 2.927
C -3.737 2.216 2.672
C -2.476 2.719 3.016
C -2.392 3.986 3.580
C -3.531 4.764 3.783
O -3.521 6.066 4.213
O -3.885 1.017 2.023
H -5.639 4.755 3.831
H -5.870 2.554 2.798
H -1.608 2.120 2.778
H -1.416 4.328 3.907
H -2.821 6.604 3.840
H -3.106 0.835 1.476
C 1.986 2.929 2.464
C 2.131 2.542 3.780
C 2.995 1.501 4.072
C 3.795 0.916 3.073
C 3.615 1.346 1.747
C 2.666 2.295 1.443
O 2.317 2.569 0.113
O 3.088 1.040 5.332
H 1.353 3.805 2.343
H 1.513 3.011 4.531
H 4.512 0.154 3.339
H 4.206 0.988 0.913
H 1.988 3.482 0.150
H 3.893 0.575 5.569
C -2.015 -4.703 -5.476
C -1.475 -4.360 -4.233
C -2.063 -3.337 -3.516
C -3.193 -2.653 -3.971
C -3.679 -2.963 -5.241
C -3.096 -3.997 -5.965
O -3.557 -4.306 -7.208
O -1.623 -3.036 -2.247
H -1.577 -5.498 -6.061
H -0.637 -4.840 -3.746
H -3.574 -1.819 -3.398
H -4.515 -2.375 -5.598
H -3.827 -3.618 -7.813
H -1.644 -2.088 -2.074
C 2.026 -2.937 -2.778
O 3.079 -2.720 -1.818
P 2.884 -1.551 -0.730
O 2.478 -0.235 -1.279
O 1.854 -2.194 0.282
C 1.082 -1.409 1.199
O 4.270 -1.617 0.093
C 5.477 -1.296 -0.624
H 2.359 -2.543 -3.734
H 1.117 -2.430 -2.430
H 1.662 -3.962 -2.820
H 0.023 -1.517 0.951
H 1.254 -0.334 1.105
H 1.235 -1.813 2.196
H 5.446 -1.546 -1.685
H 6.180 -1.981 -0.139
H 5.807 -0.274 -0.434
```

---

[2]
Computed, not measured: the molecule C21H27ClN2O5, with ωB97M-V with the def2-TZVPD basis set.

As for the SMILES: COc1c(C)cc(C(=O)NCCCOCCNC(=O)C#C[C@H]2CCOC2)cc1Cl. The calculation puts the energy above the lowest of the compared OMol25 structures with the same formula, charge and spin at 49.7 kcal per mole.

```
56
C21H27ClN2O5 | the Open Molecules 2025 dataset | ωB97M-V with the def2-TZVPD basis set
C 3.190 -6.651 5.489
O 3.582 -5.437 4.852
C 2.983 -5.235 3.640
C 3.661 -5.597 2.473
C 5.022 -6.225 2.575
C 3.060 -5.358 1.249
C 1.814 -4.756 1.170
C 1.219 -4.526 -0.185
O 1.428 -5.287 -1.115
N 0.436 -3.417 -0.309
C -0.084 -3.023 -1.607
C 0.988 -2.418 -2.504
C 0.443 -1.874 -3.801
O -0.186 -2.930 -4.502
C -0.330 -2.667 -5.881
C -0.748 -3.955 -6.562
N 0.138 -5.072 -6.208
C 1.501 -4.893 -6.421
O 1.977 -4.666 -7.509
C 2.321 -5.167 -5.244
C 2.957 -5.415 -4.253
C 3.733 -5.712 -3.055
C 4.956 -6.607 -3.311
C 5.853 -6.292 -2.108
O 5.380 -5.062 -1.543
C 4.414 -4.499 -2.413
C 1.142 -4.389 2.330
C 1.732 -4.631 3.558
Cl 0.899 -4.169 5.009
H 3.736 -6.699 6.427
H 2.117 -6.657 5.692
H 3.448 -7.515 4.871
H 5.519 -6.219 1.606
H 5.640 -5.691 3.296
H 4.954 -7.261 2.917
H 3.569 -5.627 0.330
H 0.537 -2.705 0.396
H -0.506 -3.912 -2.072
H -0.895 -2.309 -1.443
H 1.498 -1.618 -1.960
H 1.723 -3.187 -2.747
H -0.271 -1.055 -3.635
H 1.272 -1.479 -4.401
H -1.075 -1.879 -6.053
H 0.628 -2.326 -6.296
H -1.759 -4.241 -6.271
H -0.731 -3.819 -7.643
H -0.021 -5.311 -5.236
H 3.071 -6.152 -2.305
H 4.696 -7.662 -3.381
H 5.431 -6.311 -4.246
H 5.783 -7.058 -1.332
H 6.901 -6.187 -2.397
H 4.886 -3.874 -3.181
H 3.732 -3.899 -1.817
H 0.153 -3.954 2.289
```

---

[3]
Computed, not measured: the molecule C21H27ClN6O, with ωB97M-V with the def2-TZVPD basis set.

As for the SMILES: COCCn1nnnc1[C@@H](C(C)C)N(Cc1cccnc1)Cc1ccccc1Cl. The calculation puts the energy above the lowest of the compared OMol25 structures with the same formula, charge and spin at 2.4 kcal per mole.

```
56
C21H27ClN6O | the Open Molecules 2025 dataset | ωB97M-V with the def2-TZVPD basis set
C -0.365 -4.001 -0.861
O 0.211 -2.721 -0.938
C 1.615 -2.749 -1.064
C 2.141 -1.314 -1.117
N 2.232 -0.714 0.183
N 3.394 -0.693 0.844
N 3.199 -0.105 1.947
N 1.938 0.281 2.069
C 1.315 -0.090 0.974
C -0.123 0.070 0.624
C -1.040 -0.184 1.848
C -0.732 -1.548 2.460
C -0.945 0.920 2.895
N -0.420 1.353 -0.003
C 0.500 2.451 0.183
C 1.869 2.315 -0.450
C 3.021 2.524 0.305
C 4.263 2.341 -0.276
C 4.314 1.946 -1.604
N 3.234 1.775 -2.346
C 2.052 1.971 -1.786
C -1.122 1.247 -1.263
C -2.510 0.708 -1.027
C -2.857 -0.578 -1.421
C -4.118 -1.089 -1.166
C -5.056 -0.315 -0.506
C -4.734 0.969 -0.105
C -3.469 1.469 -0.364
Cl -3.087 3.071 0.152
H -1.438 -3.851 -0.756
H -0.160 -4.582 -1.768
H 0.014 -4.555 0.006
H 1.898 -3.270 -1.990
H 2.067 -3.284 -0.215
H 3.153 -1.309 -1.528
H 1.491 -0.711 -1.753
H -0.350 -0.722 -0.101
H -2.063 -0.203 1.457
H -0.742 -2.321 1.695
H -1.477 -1.798 3.211
H 0.244 -1.539 2.941
H -1.597 0.687 3.734
H 0.075 1.007 3.257
H -1.261 1.868 2.469
H 0.638 2.587 1.260
H 0.014 3.352 -0.207
H 2.940 2.808 1.345
H 5.167 2.484 0.294
H 5.257 1.763 -2.102
H 1.209 1.844 -2.452
H -0.615 0.588 -1.988
H -1.197 2.248 -1.698
H -2.123 -1.186 -1.930
H -4.366 -2.091 -1.481
H -6.041 -0.708 -0.303
H -5.457 1.583 0.410
```

---

| no. | maximum force (eV/A) | E (eV) | gap between HOMO and LUMO (eV) |
| --- | --- | --- | --- |
| 1 | 4.051 | -64165.75532 | 2.77 |
| 2 | 1.074 | -47953.69630 | 9.83 |
| 3 | 1.461 | -45724.54742 | 9.07 |